Entry 1:
The following is a DFT calculation (the ωB97M-V functional and the def2-TZVPD basis) of C3H2Li2O3 as an isolated structure.

HOMO level (alpha / beta) ... -10.804 / -13.869 eV
Relative energy (zero: lowest compared OMol25 entry of this formula, charge and spin) ... 22.0 kcal per mole
Total charge ... +1
2S+1 ... 2
HOMO-LUMO gap (alpha / beta) ... 6.5 / 9.5 eV
LUMO (alpha / beta) ... -0.1594 / -0.1615 Eh
E ... -356.1035 Ha

Cartesian coordinates (Å):
C: -1.179 0.496 0.882
C: 0.214 -0.082 0.878
O: 1.276 0.006 1.541
Li: 2.519 -0.629 0.143
H: -1.286 1.570 1.066
H: -1.983 -0.117 1.305
O: -1.141 0.189 -0.693
C: 0.057 -0.389 -0.515
Li: 0.622 -0.383 -3.207
O: 0.902 -0.661 -1.401

Atom charges from the Löwdin analysis, given in e for atoms 1 to 4: 0.091 -0.374 -0.059 0.854

=====

Entry 2:
The following is a DFT calculation (the ωB97M-V functional and the def2-TZVPD basis) of C3H2LiMgO3Rb as an isolated structure.

HOMO level (alpha / beta) ... -8.228 / -8.384 eV
Relative energy (zero: lowest compared OMol25 entry of this formula, charge and spin) ... 0.0 kcal per mole
Total charge ... +1
2S+1 ... 2
HOMO-LUMO gap (alpha / beta) ... 4.7 / 4.8 eV
LUMO (alpha / beta) ... -0.1296 / -0.1303 Eh
E ... -572.5236 Ha

Cartesian coordinates (Å):
C: 2.166 -1.952 -1.046
C: 0.998 -1.160 -1.065
O: 3.109 -1.955 -1.840
H: 0.517 -1.145 -2.053
H: 1.204 -0.119 -0.757
Mg: 5.835 -0.820 -4.638
Li: 5.371 -3.158 -1.504
O: -0.430 -1.535 0.094
C: -0.838 -0.724 1.018
O: -2.032 -0.692 1.379
Rb: -2.959 2.098 3.057

Atom charges from the Löwdin analysis, given in e for atoms 1 to 4: -0.294 -0.053 -0.242 0.118

=====

Entry 3:
The following is a DFT calculation (the ωB97M-V functional and the def2-TZVPD basis) of C3H2LiNaO3 as an isolated structure.

HOMO level ... -7.877 eV
Relative energy (zero: lowest compared OMol25 entry of this formula, charge and spin) ... 3.5 kcal per mole
Total charge ... 0
HOMO-LUMO gap ... 6.9 eV
LUMO ... -0.0373 Eh
E ... -511.0768 Ha

Cartesian coordinates (Å):
O: 1.040 1.293 -0.052
C: 1.856 0.324 0.096
O: 3.114 0.457 -0.038
O: 1.407 -0.905 0.202
Li: 3.245 -1.453 0.027
H: -0.695 1.017 -0.147
Na: -0.731 -1.746 0.196
C: -3.133 0.342 -0.121
C: -1.954 0.636 -0.227
H: -4.149 0.034 0.065

Atom charges from the Löwdin analysis, given in e for atoms 1 to 4: -0.096 -0.946 -0.163 -0.302

=====

Entry 4:
The following is a DFT calculation (the ωB97M-V functional and the def2-TZVPD basis) of C3H2LiO2Tl as an isolated structure.

HOMO level (alpha / beta) ... -12.836 / -13.876 eV
Relative energy (zero: lowest compared OMol25 entry of this formula, charge and spin) ... 50.1 kcal per mole
Total charge ... +1
2S+1 ... 2
HOMO-LUMO gap (alpha / beta) ... 8.4 / 7.4 eV
LUMO (alpha / beta) ... -0.1616 / -0.2369 Eh
E ... -445.6139 Ha

Cartesian coordinates (Å):
C: 0.098 -0.474 0.209
Li: -1.680 1.171 0.949
O: 0.179 0.565 1.293
C: 0.980 0.706 0.129
H: 2.054 0.563 0.283
H: 0.720 1.556 -0.514
Tl: 0.090 -2.520 -0.494
O: -1.216 -1.193 -1.431
C: -1.225 -0.373 -0.424

Atom charges from the Löwdin analysis, given in e for atoms 1 to 4: -0.483 0.803 -0.159 -0.114

=====

Entry 5:
The following is a DFT calculation (the ωB97M-V functional and the def2-TZVPD basis) of C3H2LiO3Rh as an isolated structure.

HOMO level (alpha / beta) ... -17.623 / -20.570 eV
Relative energy (zero: lowest compared OMol25 entry of this formula, charge and spin) ... 36.9 kcal per mole
Total charge ... +2
2S+1 ... 5
HOMO-LUMO gap (alpha / beta) ... 7.6 / 7.8 eV
LUMO (alpha / beta) ... -0.3697 / -0.4707 Eh
E ... -458.4073 Ha

Cartesian coordinates (Å):
C: 0.418 -0.862 -0.941
C: 1.056 0.375 -0.875
O: 1.251 1.354 -0.337
H: -0.308 -0.941 -1.744
H: 1.088 -1.707 -0.818
O: -0.030 -0.888 1.721
C: -0.512 -0.697 0.650
O: -1.494 0.248 0.769
Li: -1.847 1.921 0.096
Rh: 0.376 1.197 1.479

Atom charges from the Löwdin analysis, given in e for atoms 1 to 4: 0.109 -0.131 0.084 0.157

=====

Entry 6:
The following is a DFT calculation (the ωB97M-V functional and the def2-TZVPD basis) of C3H2MgO3Rb as an isolated structure.

HOMO level ... -12.137 eV
Relative energy (zero: lowest compared OMol25 entry of this formula, charge and spin) ... 0.0 kcal per mole
Total charge ... +1
HOMO-LUMO gap ... 7.1 eV
LUMO ... -0.1864 Eh
E ... -565.1334 Ha

Cartesian coordinates (Å):
H: 0.207 2.037 -0.183
O: -0.223 -2.720 0.461
C: -0.028 -1.467 -0.071
C: 0.590 -3.176 1.378
O: -1.064 -0.989 -0.587
O: 1.019 -0.866 0.185
C: 1.355 -3.401 2.281
Mg: -1.035 0.916 -1.027
H: 2.161 -3.476 2.988
Rb: 1.766 2.105 1.344

Atom charges from the Löwdin analysis, given in e for atoms 1 to 4: -0.264 0.099 -0.710 -0.193

=====

Entry 7:
The following is a DFT calculation (the ωB97M-V functional and the def2-TZVPD basis) of C3H2N2 as an isolated structure.

HOMO level (alpha / beta) ... -8.307 / -8.096 eV
Relative energy (zero: lowest compared OMol25 entry of this formula, charge and spin) ... 16.5 kcal per mole
Total charge ... 0
2S+1 ... 3
HOMO-LUMO gap (alpha / beta) ... 9.2 / 6.6 eV
LUMO (alpha / beta) ... 0.0310 / -0.0545 Eh
E ... -224.7807 Ha

Cartesian coordinates (Å):
C: -0.564 -0.677 -0.115
C: 1.012 -0.988 0.078
C: 0.841 0.944 0.075
N: 1.784 0.050 -0.013
N: -0.480 0.653 -0.073
H: -1.382 -1.325 0.087
H: -1.212 1.344 -0.039

Atom charges from the Löwdin analysis, given in e for atoms 1 to 4: -0.093 -0.023 -0.140 0.050

=====

Entry 8:
The following is a DFT calculation (the ωB97M-V functional and the def2-TZVPD basis) of one molecule with the formula C3H2N2O.

HOMO level ... -12.388 eV
Relative energy (zero: lowest compared OMol25 entry of this formula, charge and spin) ... 11.3 kcal per mole
Total charge ... 0
SMILES ... N#CC(O)C#N
HOMO-LUMO gap ... 12.4 eV
LUMO ... 0.0019 Eh
E ... -300.2135 Ha

Cartesian coordinates (Å):
N: 0.394 2.351 0.604
C: -0.062 1.304 0.368
C: -0.369 -0.173 0.281
O: -1.095 -0.473 -0.913
C: 0.935 -0.916 0.225
N: 1.889 -1.554 0.067
H: -0.978 -0.485 1.067
H: -0.715 -0.054 -1.699

Atom charges from the Löwdin analysis, given in e for atoms 1 to 4: 0.176 -0.131 -0.312 -0.012

=====

Entry 9:
The following is a DFT calculation (the ωB97M-V functional and the def2-TZVPD basis) of one molecule with the formula C3H2N2O2.

HOMO level ... -11.607 eV
Relative energy (zero: lowest compared OMol25 entry of this formula, charge and spin) ... 30.4 kcal per mole
Total charge ... 0
SMILES ... [H]/N=C(/C#N)OC=O
HOMO-LUMO gap ... 11.3 eV
LUMO ... -0.0112 Eh
E ... -375.4631 Ha

Cartesian coordinates (Å):
H: -1.806 0.727 -1.465
N: -0.816 0.927 -1.549
C: -0.157 0.378 -0.630
C: 1.259 0.311 -0.948
N: 2.258 0.215 -1.523
O: -0.736 -0.311 0.399
C: -0.138 -0.662 1.590
O: -0.700 -1.396 2.337
H: 0.837 -0.189 1.789

Atom charges from the Löwdin analysis, given in e for atoms 1 to 4: 0.088 0.212 -0.422 -0.137

=====

Entry 10:
The following is a DFT calculation (the ωB97M-V functional and the def2-TZVPD basis) of one molecule with the formula C3H2N2O2.

HOMO level ... -10.071 eV
Relative energy (zero: lowest compared OMol25 entry of this formula, charge and spin) ... 87.9 kcal per mole
Total charge ... 0
SMILES ... O=CC(=O)N1C=N1
HOMO-LUMO gap ... 9.6 eV
LUMO ... -0.0168 Eh
E ... -375.3714 Ha

Cartesian coordinates (Å):
O: -2.365 0.319 -0.986
C: -1.714 0.245 0.023
C: -0.386 -0.522 0.047
O: -0.271 -1.653 -0.338
N: 0.649 0.268 0.642
C: 1.840 0.324 -0.121
N: 2.004 -0.581 0.702
H: -2.023 0.713 0.977
H: 2.267 0.887 -0.945

Atom charges from the Löwdin analysis, given in e for atoms 1 to 4: 0.095 -0.162 -0.423 0.136

=====

Entry 11:
The following is a DFT calculation (the ωB97M-V functional and the def2-TZVPD basis) of one molecule with the formula C3H2N2O2.

HOMO level ... -11.675 eV
Relative energy (zero: lowest compared OMol25 entry of this formula, charge and spin) ... 36.6 kcal per mole
Total charge ... 0
HOMO-LUMO gap ... 11.7 eV
LUMO ... 0.0014 Eh
E ... -375.4533 Ha

Cartesian coordinates (Å):
N: -1.458 -0.771 -0.315
C: -0.739 0.101 0.219
O: 0.580 0.011 0.633
C: 1.531 -0.405 -0.255
O: 1.334 -0.706 -1.394
C: -1.575 2.450 0.799
N: -1.225 1.355 0.542
H: -0.945 -1.632 -0.495
H: 2.498 -0.403 0.265

Atom charges from the Löwdin analysis, given in e for atoms 1 to 4: 0.230 -0.480 0.056 -0.289

=====

Entry 12:
The following is a DFT calculation (the ωB97M-V functional and the def2-TZVPD basis) of one molecule with the formula C3H2N2O2.

HOMO level ... -11.444 eV
Relative energy (zero: lowest compared OMol25 entry of this formula, charge and spin) ... 24.7 kcal per mole
Total charge ... 0
SMILES ... [H]/N=C(/C#N)OC=O
HOMO-LUMO gap ... 11.3 eV
LUMO ... -0.0057 Eh
E ... -375.4722 Ha

Cartesian coordinates (Å):
H: -0.686 1.570 -1.973
N: 0.196 1.147 -1.690
C: 0.173 0.454 -0.639
C: 1.435 -0.141 -0.220
N: 2.496 -0.543 -0.008
O: -0.923 0.253 0.170
C: -0.885 -0.683 1.188
O: 0.000 -1.461 1.387
H: -1.801 -0.598 1.783

Atom charges from the Löwdin analysis, given in e for atoms 1 to 4: 0.085 0.208 -0.400 -0.150

=====

Entry 13:
The following is a DFT calculation (the ωB97M-V functional and the def2-TZVPD basis) of one molecule with the formula C3H2N2O2.

HOMO level ... -11.332 eV
Relative energy (zero: lowest compared OMol25 entry of this formula, charge and spin) ... 40.1 kcal per mole
Total charge ... 0
HOMO-LUMO gap ... 11.5 eV
LUMO ... 0.0055 Eh
E ... -375.4476 Ha

Cartesian coordinates (Å):
N: -1.356 -0.707 -0.480
C: -0.745 0.131 0.213
O: 0.606 0.381 0.392
C: 1.550 -0.426 -0.154
O: 1.350 -1.383 -0.847
C: -1.809 2.232 0.797
N: -1.416 1.120 0.931
H: -0.716 -1.304 -0.996
H: 2.537 -0.045 0.144

Atom charges from the Löwdin analysis, given in e for atoms 1 to 4: 0.223 -0.483 0.065 -0.277

=====

Entry 14:
The following is a DFT calculation (the ωB97M-V functional and the def2-TZVPD basis) of one molecule with the formula C3H2N2O2.

HOMO level ... -7.610 eV
Relative energy (zero: lowest compared OMol25 entry of this formula, charge and spin) ... 73.4 kcal per mole
Total charge ... 0
HOMO-LUMO gap ... 7.9 eV
LUMO ... 0.0115 Eh
E ... -375.3945 Ha

Cartesian coordinates (Å):
C: 0.206 -0.583 0.240
C: -0.494 1.744 -0.266
C: 0.286 0.714 -0.426
O: 1.249 -1.474 0.121
N: -0.836 -0.959 0.868
N: -1.738 -1.214 1.517
O: -1.180 2.679 -0.182
H: 1.371 -1.747 -0.795
H: 1.136 0.840 -1.078

Atom charges from the Löwdin analysis, given in e for atoms 1 to 4: -0.400 -0.178 -0.026 0.040

=====

Entry 15:
The following is a DFT calculation (the ωB97M-V functional and the def2-TZVPD basis) of one molecule with the formula C3H2N2O2.

HOMO level ... -10.825 eV
Relative energy (zero: lowest compared OMol25 entry of this formula, charge and spin) ... 83.2 kcal per mole
Total charge ... 0
SMILES ... [H]/N=C(/C#N)OC=O
HOMO-LUMO gap ... 9.9 eV
LUMO ... -0.0340 Eh
E ... -375.3789 Ha

Cartesian coordinates (Å):
H: -1.872 -2.152 -0.113
N: -2.016 -1.189 0.194
C: -1.014 -0.441 0.113
C: -0.820 0.941 0.441
N: 0.018 1.749 0.403
O: 0.481 -0.582 -0.533
C: 1.411 0.422 -0.188
O: 1.991 0.805 -1.161
H: 1.821 0.447 0.843

Atom charges from the Löwdin analysis, given in e for atoms 1 to 4: 0.094 0.203 -0.235 -0.056

=====

Entry 16:
The following is a DFT calculation (the ωB97M-V functional and the def2-TZVPD basis) of a 2-piece molecular cluster, C3H2N2O2P overall.

HOMO level (alpha / beta) ... -0.257 / -4.224 eV
Total charge ... -1
2S+1 ... 3
HOMO-LUMO gap (alpha / beta) ... 4.2 / 6.9 eV
LUMO (alpha / beta) ... 0.1450 / 0.0985 Eh
E ... -716.8308 Ha

Cartesian coordinates (Å):
C: -1.660 -0.568 0.498
C: -1.211 -0.215 -0.803
C: 2.331 1.149 0.152
N: -0.624 -0.931 1.250
N: 0.107 -0.278 -1.023
O: 3.037 0.708 -0.619
O: 1.762 1.837 0.878
P: 0.839 -0.952 0.482
H: -2.711 -0.670 0.760
H: -1.870 -0.079 -1.575

Atom charges from the Löwdin analysis, given in e for atoms 1 to 4: -0.339 -0.365 -0.719 -0.373

=====

Entry 17:
The following is a DFT calculation (the ωB97M-V functional and the def2-TZVPD basis) of one molecule with the formula C3H2N2O2S.

HOMO level ... -10.378 eV
Relative energy (zero: lowest compared OMol25 entry of this formula, charge and spin) ... 28.1 kcal per mole
Total charge ... 0
SMILES ... O=c1nc(S)nco1
HOMO-LUMO gap ... 10.0 eV
LUMO ... -0.0153 Eh
E ... -773.7024 Ha

Cartesian coordinates (Å):
O: -2.190 -1.545 -0.010
C: -1.255 -0.819 0.024
N: 0.059 -1.100 -0.006
C: 0.898 -0.137 -0.002
S: 2.628 -0.448 0.001
N: 0.636 1.244 -0.011
C: -0.636 1.473 -0.001
O: -1.618 0.610 -0.004
H: 2.505 -1.772 -0.014
H: -1.028 2.494 0.024

Atom charges from the Löwdin analysis, given in e for atoms 1 to 4: 0.159 -0.474 0.139 -0.722

=====

Entry 18:
The following is a DFT calculation (the ωB97M-V functional and the def2-TZVPD basis) of one molecule with the formula C3H2N2O2S.

HOMO level ... -10.427 eV
Relative energy (zero: lowest compared OMol25 entry of this formula, charge and spin) ... 137.6 kcal per mole
Total charge ... 0
SMILES ... O=Cc1nonc1S
HOMO-LUMO gap ... 9.2 eV
LUMO ... -0.0434 Eh
E ... -773.5279 Ha

Cartesian coordinates (Å):
O: 0.093 0.633 2.918
C: -0.285 0.147 1.720
C: 0.439 -0.376 0.442
N: 1.633 -0.813 0.384
O: 1.797 -1.141 -0.927
N: 0.751 -0.645 -1.718
C: -0.079 -0.093 -0.889
S: -1.593 0.841 -1.000
H: -1.467 0.386 1.408
H: -1.291 1.063 -2.338

Atom charges from the Löwdin analysis, given in e for atoms 1 to 4: -0.037 -0.082 -0.297 0.155

=====

Entry 19:
The following is a DFT calculation (the ωB97M-V functional and the def2-TZVPD basis) of one molecule with the formula C3H2N2O3.

HOMO level ... -10.554 eV
Relative energy (zero: lowest compared OMol25 entry of this formula, charge and spin) ... 77.5 kcal per mole
Total charge ... 0
SMILES ... O=c1ncnc(O)o1
HOMO-LUMO gap ... 9.6 eV
LUMO ... -0.0364 Eh
E ... -450.6798 Ha

Cartesian coordinates (Å):
O: -2.284 -1.053 -0.020
C: -1.317 -0.330 -0.154
N: -1.215 1.004 -0.255
C: -0.085 1.717 0.100
N: 1.081 1.083 0.018
C: 1.054 -0.156 0.150
O: 2.242 -0.775 -0.294
O: 0.143 -1.046 0.370
H: -0.095 2.845 0.583
H: 2.313 -1.850 0.046

Atom charges from the Löwdin analysis, given in e for atoms 1 to 4: 0.129 -0.332 0.130 -0.082

=====

Entry 20:
The following is a DFT calculation (the ωB97M-V functional and the def2-TZVPD basis) of a 2-piece molecular cluster, C3H2N2O3 overall.

HOMO level ... -9.674 eV
Relative energy (zero: lowest compared OMol25 entry of this formula, charge and spin) ... 162.2 kcal per mole
Total charge ... 0
HOMO-LUMO gap ... 7.0 eV
LUMO ... -0.0972 Eh
E ... -450.5448 Ha

Cartesian coordinates (Å):
C: -0.980 1.294 -1.173
C: -0.324 0.333 -0.434
C: 0.802 -1.037 0.902
H: -0.238 3.342 -2.093
H: -2.092 1.426 -1.126
N: -0.516 -0.920 1.420
N: -1.164 -0.146 0.593
O: -0.341 1.777 -2.184
O: 0.817 -0.332 -0.238
O: 1.662 -1.550 1.591

Atom charges from the Löwdin analysis, given in e for atoms 1 to 4: -0.206 -0.269 -0.502 0.373